No. 1
# CH2NOS3

2 unconnected molecules or ions with the total composition CH2NOS3 (the ωB97M-V functional and the def2-TZVPD basis, the Open Molecules 2025 dataset).

```
8
Properties=species:S:1:pos:R:3:mulliken_charge:R:1
C 0.2125 -1.7933 0.5152 0.547
N 0.5140 0.8004 -0.2386 -0.546
O -0.4420 -1.9138 1.4468 -0.334
S 1.4205 -1.9882 -0.4739 -0.300
S -2.3298 2.0092 -0.2569 -0.676
S -1.1313 0.5055 -0.7869 -0.082
H 0.6083 1.1806 0.7013 0.220
H 1.1477 1.1995 -0.9070 0.171
```

Calculated values
energy relative to the best compared isomer or geometry (same formula, charge and spin): 22.2 kcal per mole
LUMO level: 0.1084 Eh
E_HOMO: -2.2 eV
charge: -1
Kohn-Sham gap: 5.14 eV



No. 2
# CH2NOS3

A molecular structure, CH2NOS3 (the ωB97M-V functional and the def2-TZVPD basis, the Open Molecules 2025 dataset).

```
8
Properties=species:S:1:pos:R:3:mulliken_charge:R:1
C 2.7016 -1.1090 -0.5825 0.550
N 0.1867 -0.1609 -0.1135 -0.679
O 2.7226 -1.3762 0.5327 -0.398
S 3.2547 -0.4431 -1.8953 -0.362
S -1.2852 -2.5003 -0.9368 -0.657
S 0.4197 -1.4282 -1.3141 -0.022
H 0.2589 -0.8032 0.7948 0.272
H -0.7699 0.0038 -0.1238 0.298
```

Calculated values
energy relative to the best compared isomer or geometry (same formula, charge and spin): 23.7 kcal per mole
LUMO level: 0.1167 Eh
E_HOMO: -2.9 eV
charge: -1
Kohn-Sham gap: 6.12 eV



No. 3
# CH2NP3

A molecular structure, CH2NP3 (the ωB97M-V functional and the def2-TZVPD basis, the Open Molecules 2025 dataset).

```
7
Properties=species:S:1:pos:R:3:mulliken_charge:R:1
C 1.9451 -1.0456 0.5099 -0.340
N 0.0522 0.6581 -0.2806 -0.177
P -2.8236 -0.6848 0.2329 -0.002
P 0.9767 -0.5118 -0.6849 -0.122
P -1.5222 0.8161 -0.1103 0.203
H 2.7452 -1.5137 0.1406 0.289
H -1.3734 2.2817 0.1922 0.149
```

Calculated values
energy relative to the best compared isomer or geometry (same formula, charge and spin): 122.7 kcal per mole
LUMO level (spin up / spin down): -0.1028 / -0.0509 Eh
E_HOMO (spin up / spin down): -8.2 / -8.5 eV
Kohn-Sham gap (spin up / spin down): 5.35 / 7.16 eV



No. 4
# CH2Na8O4

A molecular structure, CH2Na8O4 (the ωB97M-V functional and the def2-TZVPD basis, the Open Molecules 2025 dataset).

```
15
Properties=species:S:1:pos:R:3:mulliken_charge:R:1
Na 2.6243 0.3672 -0.3568 1.013
Na 1.0987 -0.9385 -3.2804 0.974
Na 0.2638 2.8482 -0.4430 0.968
Na 0.2356 -2.4522 -0.4065 0.976
Na 2.1341 2.6289 2.3650 1.009
Na -1.0745 0.6375 3.1828 0.960
Na -2.6243 -1.9613 1.2991 1.000
Na 1.9011 -0.8466 2.5525 0.982
C 0.0123 0.1387 0.5430 0.721
O -0.4800 -0.7621 1.2142 -0.924
O 0.1444 0.0499 -0.6577 -0.935
O 0.7022 0.9603 1.1247 -0.865
O -1.9136 0.0526 -2.4480 -0.509
H -1.8973 -0.8443 -2.7819 0.338
H -1.1270 0.1216 -1.9070 0.293
```

Calculated values
energy relative to the best compared isomer or geometry (same formula, charge and spin): 183.5 kcal per mole
LUMO level: -0.8186 Eh
E_HOMO: -29.2 eV
charge: +6
Kohn-Sham gap: 6.90 eV



No. 5
# CH2O2

2 unconnected molecules or ions with the total composition CH2O2 (the ωB97M-V functional and the def2-TZVPD basis, the Open Molecules 2025 dataset).

```
5
Properties=species:S:1:pos:R:3:mulliken_charge:R:1
O 0.4132 4.6921 -1.8590 -0.329
C 0.3912 4.4827 -0.7184 0.656
O 0.0304 4.1882 0.3425 -0.327
H -0.3669 -6.8112 1.4586 0.000
H -0.4679 -6.5519 0.7764 0.000
```

Calculated values
energy relative to the best compared isomer or geometry (same formula, charge and spin): 7.9 kcal per mole
LUMO level: 0.0121 Eh
E_HOMO: -13.0 eV
structure (SMILES): [H][H].O=C=O
Kohn-Sham gap: 13.30 eV



No. 6
# CH2O2

2 unconnected molecules or ions with the total composition CH2O2 (the ωB97M-V functional and the def2-TZVPD basis, the Open Molecules 2025 dataset).

```
5
Properties=species:S:1:pos:R:3:mulliken_charge:R:1
O -3.6300 -2.6760 -2.9311 -0.366
C -3.5424 -2.0538 -1.9498 0.731
O -3.3575 -1.4498 -0.9724 -0.364
H 4.9200 2.9866 2.8258 0.000
H 5.6099 3.1929 3.0275 0.000
```

Calculated values
energy relative to the best compared isomer or geometry (same formula, charge and spin): 2.7 kcal per mole
LUMO level: 0.0184 Eh
E_HOMO: -13.1 eV
structure (SMILES): [H][H].O=C=O
Kohn-Sham gap: 13.56 eV



No. 7
# CH2O2S

CH2O2S in the gas phase (the ωB97M-V functional and the def2-TZVPD basis, the Open Molecules 2025 dataset).

```
6
Properties=species:S:1:pos:R:3:mulliken_charge:R:1
C -0.4644 0.1619 0.0476 0.706
H -0.7813 -1.8080 -0.3014 0.325
H 1.7181 1.1754 0.3108 0.188
O -1.1267 -0.9967 0.0648 -0.470
O -1.0413 1.1783 -0.0515 -0.435
S 1.1996 -0.1120 -0.0251 -0.313
```

Calculated values
energy relative to the best compared isomer or geometry (same formula, charge and spin): 15.9 kcal per mole
LUMO level: 0.0122 Eh
E_HOMO: -10.4 eV
structure (SMILES): O=C(O)S
Kohn-Sham gap: 10.74 eV



No. 8
# CH2O2S

CH2O2S in the gas phase (the ωB97M-V functional and the def2-TZVPD basis, the Open Molecules 2025 dataset).

```
6
Properties=species:S:1:pos:R:3:mulliken_charge:R:1
C -0.4780 0.1125 0.0122 0.647
H 1.7082 -1.3157 0.5059 0.179
H -2.1902 -0.9413 0.1324 0.363
O -1.1598 -1.0416 -0.0557 -0.481
O -1.0761 1.1607 0.0366 -0.488
S 1.3273 0.0394 -0.0349 -0.220
```

Calculated values
energy relative to the best compared isomer or geometry (same formula, charge and spin): 17.1 kcal per mole
LUMO level: 0.0110 Eh
E_HOMO: -10.3 eV
structure (SMILES): O=C(O)S
Kohn-Sham gap: 10.56 eV



No. 9
# CH2O2S

2 unconnected molecules or ions with the total composition CH2O2S (the ωB97M-V functional and the def2-TZVPD basis, the Open Molecules 2025 dataset).

```
6
Properties=species:S:1:pos:R:3:mulliken_charge:R:1
C 1.3154 0.2489 -0.5515 0.017
O -2.2322 -0.8256 -0.1054 -0.392
O -0.7694 -0.8714 0.2831 -0.263
S 2.4743 -0.0598 0.4281 -0.032
H -0.6817 0.0063 0.5392 0.347
H -2.7980 -1.5539 0.1168 0.321
```

Calculated values
energy relative to the best compared isomer or geometry (same formula, charge and spin): 143.4 kcal per mole
LUMO level: -0.0098 Eh
E_HOMO: -10.4 eV
Kohn-Sham gap: 10.13 eV



No. 10
# CH2O2S2

A molecular structure, CH2O2S2 (the ωB97M-V functional and the def2-TZVPD basis, the Open Molecules 2025 dataset).

```
7
Properties=species:S:1:pos:R:3:mulliken_charge:R:1
C -0.3018 -0.0201 0.3923 -0.149
O 1.7230 -1.5103 0.0045 -0.482
O 2.2157 0.8110 -0.2736 -0.487
S -1.3169 1.3233 -0.1115 -0.137
S 1.2318 -0.2409 -0.3726 0.800
H -0.8693 -1.2535 0.4013 0.278
H -2.6825 0.8906 -0.0403 0.176
```

Calculated values
energy relative to the best compared isomer or geometry (same formula, charge and spin): 78.0 kcal per mole
LUMO level (spin up / spin down): -0.0673 / -0.0660 Eh
E_HOMO (spin up / spin down): -9.3 / -9.2 eV
Kohn-Sham gap (spin up / spin down): 7.45 / 7.45 eV



Quick rundown of molar mass, same order as above: 140.2 140.2 121.0 261.9 46.0 46.0 78.1 78.1 78.1 110.2 g mol⁻¹